{"formula": "C11H26AlClINOP2", "method": "ωB97M-V with the def2-TZVPD basis set", "e_tot_ha": -2247.3577, "e_lumo_ev": -6.40, "molar_mass_g_mol": 439.62, "total_charge": 2, "orbital_gap_ev": 8.590, "homo_energy_ev": -14.990, "elements": ["P", "C", "H", "C", "O", "H", "C", "H", "H", "H", "C", "H", "N", "H", "Al", "H", "I", "H", "C", "H", "H", "H", "H", "H", "C", "H", "H", "H", "C", "H", "H", "H", "H", "H", "H", "H", "C", "Cl", "H", "H", "P", "C", "C", "C"], "xyz": [[2.2966, -0.1124, -0.0004], [-0.5637, -0.4235, 5.4391], [-4.0947, 1.2060, 1.1173], [0.0068, 0.6463, -6.6784], [0.0203, 2.5549, -5.1509], [-2.6284, 1.1882, 2.1380], [-3.1876, -1.5267, 0.7417], [-3.0060, -1.6140, 1.8223], [4.2634, -1.3788, 0.4892], [2.8824, -2.4901, 0.1781], [3.1954, -1.5633, 0.6766], [4.0970, 1.0943, 1.0480], [0.0781, -0.7238, 1.9964], [0.3550, 1.2470, 4.4187], [0.0053, -0.6961, 0.0705], [-0.2770, -0.1824, 6.4670], [0.0130, -0.0872, -3.7244], [3.0195, -1.6653, 1.7564], [-2.9831, 0.2363, -1.5977], [2.6278, 1.1998, 2.0640], [-2.5177, -0.4145, -2.3489], [-2.7717, 1.2757, -1.8830], [0.8976, 0.0139, -6.7532], [-4.2646, -1.3808, 0.5681], [3.0408, 0.1787, -1.6335], [0.0081, 1.3494, -7.5274], [4.1141, -0.0239, -1.5539], [2.5918, -0.4611, -2.4012], [3.0001, 1.2165, 1.0269], [-1.5551, 0.0206, 5.2648], [-0.8918, 0.0242, -6.7482], [2.8705, 1.2236, -1.9190], [-2.8563, -2.4520, 0.2537], [-0.6051, -1.5066, 5.3494], [-4.0661, 0.0643, -1.5861], [2.7585, 2.1893, 0.5748], [0.4373, 0.1431, 4.4263], [-0.0442, -2.7063, -0.6657], [1.4592, -0.1522, 4.7151], [-2.6915, 2.2391, 0.6928], [-2.2943, -0.0702, 0.0628], [0.0142, 1.3670, -5.3633], [0.2380, -0.3083, 3.0781], [-2.9919, 1.2612, 1.0990]], "lowdin_charge": [0.765, -0.054, 0.080, -0.106, 0.053, 0.048, -0.225, 0.060, 0.073, 0.048, -0.221, 0.080, 0.154, 0.152, -0.284, 0.101, 0.934, 0.059, -0.263, 0.045, -0.025, 0.063, 0.089, 0.075, -0.258, 0.107, 0.072, -0.017, -0.219, 0.093, 0.089, 0.064, 0.040, 0.092, 0.073, 0.067, -0.179, 0.316, 0.150, 0.064, 0.770, -0.766, -0.037, -0.224]}



{"formula": "C11H26BiN4O7S", "method": "ωB97M-V with the def2-TZVPD basis set", "e_tot_ha": -1792.5375, "e_lumo_ev": [-6.01, -5.27], "molar_mass_g_mol": 567.40, "total_charge": 1, "orbital_gap_ev": [4.250, 5.717], "homo_energy_ev": [-10.261, -10.986], "elements": ["C", "H", "O", "H", "C", "C", "H", "H", "C", "H", "C", "H", "C", "N", "O", "H", "O", "S", "H", "N", "H", "H", "O", "C", "H", "H", "N", "N", "H", "H", "H", "O", "C", "H", "O", "H", "H", "H", "H", "Bi", "H", "O", "H", "H", "H", "H", "C", "C", "C", "H"], "xyz": [[-3.8051, 2.3349, 0.0132], [-4.8356, 1.9575, -0.0253], [-0.9436, 2.6904, 0.3247], [-2.2923, -3.1463, -2.3290], [2.8857, -1.2006, -0.0245], [3.0269, 0.2125, 0.0340], [4.8412, -1.9081, -0.4167], [1.0021, 2.5480, 0.2542], [4.3272, 0.8818, 0.1991], [2.2038, -1.2737, 2.7860], [-3.1894, -0.0872, 0.5062], [4.2584, -2.2719, 1.2068], [-2.8315, 1.2650, 0.3374], [1.8807, 0.9016, -0.0297], [1.9644, 2.2688, 0.1924], [0.6386, -3.2535, 0.0292], [-0.5631, -0.9849, 3.2264], [0.3328, 0.2040, 3.0419], [-3.5523, 2.7463, -0.9771], [1.6417, -1.6664, -0.1463], [-0.1584, 1.5116, -2.9095], [2.7651, 0.3804, 2.9283], [-1.4518, -3.5651, -2.0025], [0.1028, 1.2229, 4.4965], [4.2571, 1.9301, 0.4977], [2.1886, -0.4439, 4.3835], [-1.4742, 1.5039, 0.2792], [-2.0917, -0.9462, 0.5709], [-0.8100, -3.0538, -2.5239], [-0.8868, 1.6848, 4.3796], [-3.1345, -0.5709, -3.2717], [-2.7900, -1.1247, -2.5045], [-4.5116, -0.7339, 0.3636], [-3.7841, 3.1475, 0.7498], [1.5654, -3.0627, -0.2224], [0.8976, 1.9743, 4.4433], [-0.7955, -0.1620, -3.0500], [4.8651, 0.8564, -0.7540], [-4.4566, -1.3989, -0.5212], [-0.1081, -0.1878, -0.5691], [3.6570, -3.1832, -0.1592], [-2.2207, -2.1437, 0.8118], [0.1519, 0.6157, 5.4116], [-5.3409, -0.0274, 0.2244], [-4.7246, -1.3243, 1.2675], [0.9489, 0.0605, -3.2848], [3.9578, -2.1847, 0.1555], [0.0815, 0.4522, -2.7403], [2.0302, -0.3305, 3.3082], [4.9469, 0.3501, 0.9282]], "lowdin_charge": [0.011, 0.086, -0.080, 0.023, -0.266, -0.261, 0.106, 0.087, 0.017, 0.048, -0.217, 0.118, -0.222, -0.121, -0.004, 0.121, -0.536, 0.754, 0.114, -0.141, 0.017, 0.050, -0.113, -0.238, 0.098, 0.066, -0.234, -0.200, 0.012, 0.062, -0.043, -0.429, -0.001, 0.104, -0.001, 0.063, -0.041, 0.119, 0.102, 1.890, 0.096, 0.077, 0.077, 0.089, 0.109, 0.009, 0.014, -0.251, -0.244, 0.105]}



{"formula": "C11H26ClCoI2N2P2Se", "method": "ωB97M-V with the def2-TZVPD basis set", "e_tot_ha": -6066.1667, "multiplicity": 5, "e_lumo_ev": [-9.21, -9.55], "molar_mass_g_mol": 675.45, "total_charge": 2, "orbital_gap_ev": [4.782, 5.226], "homo_energy_ev": [-13.996, -14.773], "elements": ["H", "H", "H", "H", "H", "C", "H", "C", "H", "H", "Se", "C", "H", "H", "C", "H", "C", "C", "N", "H", "H", "I", "C", "Co", "P", "H", "H", "H", "C", "P", "H", "N", "H", "H", "Cl", "H", "H", "H", "H", "C", "H", "C", "H", "H", "I", "C"], "xyz": [[-3.3015, -0.4387, 0.5482], [2.3949, -1.9144, -1.9144], [-2.9089, 2.7554, -2.0068], [2.3959, -1.4096, 4.8596], [1.7167, 1.8350, 2.9837], [2.9643, 0.4810, -0.1811], [-2.8091, -1.9543, -1.7717], [2.5546, 1.8801, -2.7106], [2.3233, 2.8034, -2.1542], [-4.1403, -1.0662, -2.6209], [-0.6531, 0.8765, 1.6538], [2.5848, -1.0480, -2.5715], [-4.2274, 1.7340, -2.7016], [2.0041, 1.8571, -3.6661], [-3.5462, 0.4517, -0.0570], [2.4203, 1.2672, 4.5108], [-3.1410, 1.8369, -2.5652], [-3.0550, -1.1079, -2.4333], [-0.3503, -1.4922, 3.0960], [4.0236, 0.3588, -0.4561], [-2.3696, -1.1755, 2.4740], [-0.0518, 2.8000, 0.1144], [1.5468, -1.3206, 4.2123], [-0.3118, 0.3888, -2.0449], [-2.5309, 0.4286, -1.5984], [-2.6127, 1.8408, -3.5281], [2.8123, 1.4255, 0.3547], [3.6426, 1.7703, -2.8612], [0.4962, -2.1568, 3.9546], [1.9952, 0.4593, -1.7138], [3.6655, -0.9418, -2.7593], [1.3575, -0.1861, 3.4537], [-1.4642, -2.3888, 1.5485], [-4.6182, 0.4398, -0.3403], [-0.3441, 0.3448, -4.1851], [-3.3130, 1.3641, 0.5206], [0.2582, -3.1802, 4.2298], [2.0125, -1.1610, -3.5053], [2.6581, -0.3517, 0.4679], [0.2266, -0.3390, 2.7173], [3.1510, 0.7385, 2.9390], [2.2167, 0.9864, 3.4686], [-1.9440, -2.7499, 3.2208], [-2.4835, -1.1886, -3.3696], [0.3639, -1.5880, -0.1617], [-1.6090, -1.9650, 2.5500]], "lowdin_spin": [0.000, 0.021, 0.001, 0.000, 0.003, 0.014, 0.000, 0.004, 0.001, 0.001, 0.260, 0.024, 0.001, 0.000, 0.013, 0.000, 0.007, 0.002, 0.000, 0.003, 0.001, 0.099, -0.006, 2.526, 0.038, 0.000, 0.000, 0.001, -0.003, 0.047, 0.002, -0.006, 0.004, 0.002, 0.161, 0.001, 0.000, 0.000, 0.000, 0.043, 0.000, 0.002, 0.000, 0.000, 0.722, 0.008]}



{"formula": "C11H26DyN4O6S", "method": "ωB97M-V with the def2-TZVPD basis set", "e_tot_ha": -2387.9936, "multiplicity": 6, "e_lumo_ev": [-4.82, -4.81], "molar_mass_g_mol": 504.92, "total_charge": 1, "orbital_gap_ev": [5.207, 5.285], "homo_energy_ev": [-10.026, -10.094], "elements": ["O", "O", "Dy", "C", "C", "H", "H", "H", "C", "O", "C", "C", "H", "H", "H", "C", "H", "H", "H", "H", "N", "H", "H", "H", "O", "C", "H", "H", "O", "H", "C", "H", "H", "N", "H", "N", "C", "C", "H", "C", "H", "O", "H", "N", "H", "H", "H", "S", "H"], "xyz": [[2.7102, 0.9661, -1.8869], [-3.7996, 2.7205, 0.1075], [0.1384, -0.1126, -0.9488], [1.1888, -0.7255, 2.4974], [1.1416, 3.6174, 1.8699], [1.3098, 3.0464, 2.7946], [-0.5795, 0.1385, -4.6483], [-2.1113, 1.2110, -3.2395], [0.9980, 2.7121, 0.6959], [-1.9643, -0.2323, 1.7187], [3.0877, -1.0246, 0.4227], [-1.3042, 0.6152, -2.7862], [-0.8810, -4.7497, -1.5861], [3.0712, 4.2988, -0.0002], [-1.6173, -3.4597, 2.2073], [-1.7934, -2.1542, 0.5260], [0.7732, 0.2832, 2.3356], [-1.5864, 0.7473, 1.7250], [-1.2678, -4.8711, 0.1587], [-3.1683, 2.1702, 0.6520], [-0.6060, -2.1750, -1.5237], [3.4551, -0.3451, 1.1939], [1.9933, 4.2819, 1.7350], [4.0802, 2.8760, -0.4973], [-0.6959, -0.3632, -3.8233], [1.9800, 2.5075, -0.2960], [3.6946, -1.9436, 0.3511], [0.4708, -1.3111, 3.0849], [-0.2342, -2.8152, -2.7056], [-2.7228, -2.0740, 2.4000], [-2.3754, -2.8438, 1.7115], [2.1607, -0.6932, 2.9953], [-2.5614, -4.5256, -1.0587], [-1.5478, -0.8195, 0.5359], [3.0341, 3.6711, -1.6990], [-0.0832, 1.8694, 0.6007], [-1.5086, -4.3459, -0.7816], [3.1143, 3.3981, -0.6301], [-1.7688, 0.0187, -1.9594], [-1.3112, -2.8811, -0.6345], [0.2419, 4.2234, 1.9807], [-0.9910, 2.0951, 1.5146], [-0.5114, 1.3488, -2.4651], [1.8197, 1.3531, -1.0254], [-0.2922, -2.0744, -3.3653], [-3.1908, -3.5239, 1.4484], [-4.5108, 2.0845, -0.0843], [1.4703, -1.6700, 0.9444], [3.0505, -0.5199, -0.5625]], "lowdin_spin": [-0.240, 0.001, 5.071, 0.002, -0.025, -0.008, 0.000, -0.001, -0.121, -0.001, 0.000, -0.013, 0.000, 0.000, 0.000, 0.001, 0.001, 0.001, 0.000, 0.000, -0.010, 0.000, 0.000, 0.009, 0.000, 0.139, 0.000, 0.000, 0.002, 0.000, 0.000, 0.000, 0.000, -0.011, 0.009, 0.206, 0.000, 0.029, -0.003, 0.000, -0.006, 0.183, -0.003, -0.195, 0.000, 0.000, 0.000, -0.014, -0.001]}



{"formula": "C11H26LaN4O7S", "method": "ωB97M-V with the def2-TZVPD basis set", "e_tot_ha": -1609.6840, "e_lumo_ev": [-3.26, -5.12], "molar_mass_g_mol": 497.32, "total_charge": 1, "orbital_gap_ev": [7.352, 5.287], "homo_energy_ev": [-10.614, -10.404], "elements": ["H", "La", "C", "O", "H", "N", "C", "N", "C", "H", "H", "H", "O", "H", "O", "C", "H", "O", "N", "H", "H", "H", "C", "H", "H", "O", "O", "H", "C", "H", "C", "C", "H", "H", "C", "H", "H", "H", "H", "H", "H", "N", "H", "S", "O", "H", "H", "C", "H", "C"], "xyz": [[-0.7529, 0.0544, -3.6383], [-0.4917, 0.7055, -1.0691], [0.7313, 3.2227, 1.3367], [-0.8955, -1.1772, -3.8072], [-3.8070, -1.3958, 2.2431], [1.0240, 1.0371, 2.4551], [1.6592, 2.9696, 3.6892], [-0.7190, -1.5086, -2.5170], [4.3478, -0.2787, -1.8509], [-2.4740, -1.6397, 1.0293], [2.0001, 2.1758, 4.3682], [-3.4150, 0.6574, 3.1108], [-2.5782, 0.6662, -0.3264], [5.4536, -0.5858, -1.9225], [0.1903, -2.0303, 1.2230], [-2.9611, 1.1625, 2.2498], [0.9037, 3.5623, 4.2305], [-0.5762, 1.0943, -3.1168], [-0.1750, -1.8360, -0.1008], [-1.8654, -4.5276, -2.6964], [-1.8670, 1.0654, 2.2477], [0.2587, 5.1464, 0.5937], [-0.3952, -2.9851, -0.7672], [4.6269, 0.2806, -0.9393], [2.8528, 1.2069, -1.8913], [-0.1408, 3.1930, -0.8161], [2.9249, 0.2414, -1.7016], [1.6586, 5.1200, 1.7012], [-0.7231, -2.7962, -2.1656], [-3.2560, 2.2203, 2.2485], [-3.4988, -1.2846, 1.1972], [-1.0071, -3.9487, -3.0671], [-0.1474, -4.6330, -3.1114], [4.4206, 0.1661, -2.8534], [-0.2953, -4.3517, -0.1779], [-4.2037, -1.8244, 0.5514], [0.0057, -4.2981, 0.8722], [-1.2313, -3.5855, -4.0731], [4.0176, -1.3185, -1.7531], [0.3511, -1.0629, 1.5376], [0.4372, -4.9552, -0.7349], [0.4739, 2.5812, 0.1842], [-0.5767, 1.8117, -3.7668], [-3.6669, 0.4495, 0.7577], [0.3462, 0.4552, 1.5148], [-1.2601, -4.8767, -0.2493], [2.5177, 3.6261, 3.4761], [1.0983, 2.3642, 2.4336], [0.0185, 4.9682, 2.3562], [0.6618, 4.6961, 1.5055]], "lowdin_charge": [0.005, 2.098, -0.241, -0.141, 0.070, 0.054, -0.028, -0.131, -0.267, 0.050, 0.091, 0.071, -0.764, 0.124, -0.102, -0.221, 0.095, -0.392, -0.093, 0.094, 0.046, 0.084, -0.257, 0.114, 0.068, -0.220, -0.204, 0.104, -0.272, 0.067, -0.214, -0.014, 0.095, 0.112, -0.005, 0.068, 0.081, 0.082, 0.107, 0.033, 0.101, -0.205, 0.087, 0.990, -0.257, 0.099, 0.095, -0.248, 0.101, -0.009]}



Summary of strongest force on any atom in eV/Å
3.6; 4.7; 3.2; 4.0; 5.8
(order as listed above)